# 1
Below is a structure of composition C25H25N8O8S2V, with properties calculated with wB97M-V/def2-TZVPD.

Output
spin multiplicity = 2
charge = +1
calculated total energy = -3747.75252 Ha
lowest unoccupied orbital energy (spin up / spin down) = -3.920 / -3.348 eV
Kohn-Sham gap (spin up / spin down) = 7.335 / 7.937 eV
max |F| = 1.0 eV Å⁻¹
⟨S²⟩ = 0.77
highest occupied orbital energy (spin up / spin down) = -11.255 / -11.285 eV

Each line ends with the Mulliken charge.
Atoms and positions in Å:
V1 -0.952 0.018 -0.015  1.12
O1 0.280 -0.492 3.573  -0.64
C1 0.549 -0.069 2.482  0.17
O2 -0.431 0.328 1.648  -0.55
C2 1.909 0.103 1.953  0.56
C3 2.928 0.050 2.888  -0.47
C4 4.238 0.214 2.505  -0.84
C5 4.555 0.457 1.187  -0.58
C6 3.544 0.537 0.259  -0.17
C7 2.160 0.312 0.558  0.72
O3 1.257 0.211 -0.356  -0.14
N1 3.963 0.864 -1.087  1.00
O4 5.004 0.403 -1.498  -0.62
O5 3.272 1.653 -1.716  -0.56
N2 5.304 0.155 3.503  1.03
O6 4.976 -0.019 4.658  -0.61
O7 6.430 0.413 3.132  -0.62
H1 2.682 -0.126 3.926  0.69
H2 5.584 0.591 0.884  0.65
N3 1.820 0.297 -3.621  -0.10
C8 1.016 -0.219 -4.537  0.63
N4 1.400 -0.245 -5.814  -0.36
N5 -0.191 -0.729 -4.267  -0.78
C9 -0.585 -0.648 -3.050  0.77
N6 -1.005 -0.584 -1.968  -0.48
H3 2.681 0.758 -3.865  0.24
H4 1.580 0.320 -2.633  -0.15
H5 2.305 0.074 -6.109  0.20
H6 0.778 -0.657 -6.489  0.26
O8 -1.026 1.934 -0.646  -0.31
S1 0.214 2.758 -1.046  0.83
C10 -0.490 4.161 -1.865  0.19
C11 -1.713 4.694 -1.484  -0.28
C12 -2.197 5.796 -2.167  -0.82
C13 -1.454 6.357 -3.203  -0.45
C14 -0.231 5.815 -3.569  -0.82
C15 0.257 4.701 -2.901  -0.05
C16 0.805 3.438 0.481  0.55
C17 2.120 3.883 0.500  -0.32
C18 2.645 4.354 1.693  -0.80
C19 1.863 4.356 2.842  -0.56
C20 0.551 3.898 2.804  -0.70
C21 0.010 3.434 1.615  -0.26
H7 -2.276 4.242 -0.677  0.37
H8 -3.152 6.223 -1.893  0.42
H9 -1.838 7.221 -3.729  0.41
H10 0.340 6.252 -4.377  0.42
H11 1.204 4.253 -3.182  0.46
H12 2.724 3.843 -0.399  0.39
H13 3.667 4.706 1.731  0.46
H14 2.279 4.714 3.775  0.43
H15 -0.050 3.899 3.704  0.45
H16 -1.002 3.055 1.568  0.31
S2 -0.855 -2.418 0.306  -0.53
C22 -1.250 -2.668 1.956  0.00
N7 -0.565 -3.481 2.756  -0.11
C23 -1.008 -3.365 4.152  -0.37
C24 -2.342 -2.610 3.998  -0.51
N8 -2.267 -2.138 2.612  0.18
H17 0.343 -3.820 2.483  0.27
H18 -0.287 -2.781 4.718  0.21
H19 -1.136 -4.342 4.609  0.37
H20 -2.423 -1.776 4.690  0.31
H21 -3.200 -3.270 4.121  0.37
H22 -2.976 -1.596 2.148  0.17
C25 -2.958 0.149 0.125  -0.93
H23 -3.170 0.261 1.193  0.19
H24 -3.449 -0.729 -0.289  0.39
H25 -3.285 1.048 -0.395  0.25

Atomic forces in eV per Å
V 0.69 -0.03 0.27
O -0.06 -0.11 0.28
C -0.02 0.02 -0.12
O -0.34 0.02 -0.27
C 0.03 0.06 -0.20
C -0.03 -0.06 0.13
C -0.03 -0.22 -0.01
C 0.12 -0.01 -0.14
C -0.29 -0.12 0.21
C 0.06 -0.24 0.03
O -0.11 0.14 -0.03
N 0.20 0.20 -0.07
O 0.01 -0.14 -0.10
O -0.21 0.07 -0.18
N -0.10 1.00 0.20
O -0.04 -0.39 0.08
O 0.17 -0.32 -0.16
H 0.01 0.00 0.00
H 0.00 0.01 0.01
N 0.24 0.24 0.36
C -0.20 -0.19 -0.34
N -0.02 0.02 -0.04
N 0.17 0.01 0.10
C -0.24 -0.06 -0.12
N 0.16 0.18 0.29
H 0.01 -0.05 0.04
H -0.02 -0.02 -0.10
H 0.01 -0.03 0.00
H 0.00 0.02 0.00
O -0.20 -0.18 0.31
S 0.11 -0.04 -0.38
C 0.02 0.06 0.12
C -0.03 -0.02 0.04
C 0.01 0.02 -0.02
C 0.02 -0.03 0.01
C -0.02 0.05 0.00
C 0.00 -0.03 -0.02
C 0.06 -0.05 0.04
C 0.02 -0.02 -0.01
C -0.02 0.00 0.04
C 0.01 0.00 -0.02
C 0.01 0.01 0.00
C -0.03 0.03 0.01
H 0.00 0.01 -0.02
H 0.01 0.00 0.00
H 0.01 -0.01 0.00
H -0.02 0.00 0.01
H -0.03 0.02 0.00
H 0.00 0.00 0.02
H -0.01 0.00 0.00
H 0.00 -0.01 -0.01
H 0.01 0.00 -0.01
H 0.01 0.00 0.02
S 0.01 0.22 -0.07
C 0.04 -0.09 0.10
N 0.02 0.01 0.03
C -0.01 0.04 -0.11
C 0.00 -0.02 -0.05
N -0.07 0.05 0.03
H -0.02 0.02 0.03
H 0.05 0.02 0.02
H 0.01 -0.03 -0.02
H 0.01 0.04 0.00
H -0.04 -0.01 0.01
H 0.04 -0.02 0.03
C -0.14 -0.03 -0.27
H 0.04 0.02 -0.01
H -0.04 -0.02 0.04
H -0.02 -0.02 -0.02


# 2
Below is a structure of composition C25H25N8SSn, with properties calculated with wB97M-V/def2-TZVPD.

Output
charge = +1
calculated total energy = -2018.05360 Ha
lowest unoccupied orbital energy = -2.889 eV
Kohn-Sham gap = 7.649 eV
max |F| = 0.3 eV Å⁻¹
highest occupied orbital energy = -10.537 eV

Each line ends with the Mulliken charge.
Atoms and positions in Å:
Sn1 -0.420 0.888 0.803  1.01
C1 1.634 1.394 -1.994  -1.48
N1 0.296 0.836 -2.155  0.77
C2 -0.594 1.777 -2.848  -1.13
C3 -1.125 2.957 -2.060  0.87
C4 -2.325 3.535 -2.458  -0.97
C5 -2.782 4.660 -1.793  -0.37
C6 -2.031 5.176 -0.749  -0.79
C7 -0.860 4.525 -0.405  -0.37
N2 -0.415 3.436 -1.038  -0.16
C8 0.334 -0.449 -2.865  -1.65
C9 0.214 -1.711 -2.038  0.87
C10 -0.113 -2.898 -2.690  -0.90
C11 -0.070 -4.086 -1.988  -0.51
C12 0.314 -4.060 -0.655  -0.98
C13 0.598 -2.833 -0.087  -0.33
N3 0.531 -1.676 -0.749  0.57
C14 2.449 0.715 -0.919  1.05
C15 3.741 0.300 -1.201  -0.96
C16 4.529 -0.242 -0.200  -0.52
C17 4.003 -0.346 1.074  -1.19
C18 2.707 0.087 1.286  0.01
N4 1.939 0.594 0.319  0.55
H1 2.195 1.352 -2.937  0.28
H2 1.524 2.440 -1.707  0.41
H3 -0.093 2.188 -3.740  0.38
H4 -1.456 1.215 -3.205  0.54
H5 -2.888 3.110 -3.279  0.45
H6 -3.715 5.124 -2.084  0.43
H7 -2.350 6.056 -0.209  0.41
H8 -0.247 4.876 0.415  0.48
H9 -0.439 -0.468 -3.634  0.63
H10 1.286 -0.540 -3.405  0.35
H11 -0.379 -2.886 -3.740  0.48
H12 -0.318 -5.021 -2.473  0.44
H13 0.387 -4.966 -0.071  0.46
H14 0.899 -2.761 0.952  0.42
H15 4.125 0.407 -2.207  0.44
H16 5.537 -0.573 -0.412  0.44
H17 4.578 -0.752 1.894  0.47
H18 2.263 0.017 2.269  0.41
N5 1.701 2.110 4.779  -0.41
C19 0.909 1.581 3.827  0.71
S1 0.483 2.637 2.511  -0.52
N6 0.570 0.328 3.994  -1.33
N7 -0.232 -0.197 3.025  0.79
C20 -0.795 -1.300 3.352  -0.94
C21 -1.777 -1.995 2.516  1.01
C22 -2.273 -3.229 2.923  -0.80
C23 -3.207 -3.868 2.124  -0.39
C24 -3.610 -3.258 0.948  -0.72
C25 -3.058 -2.025 0.623  -0.22
N8 -2.170 -1.404 1.386  -0.01
H19 1.922 3.088 4.748  0.20
H20 1.883 1.580 5.614  0.24
H21 -0.577 -1.714 4.334  0.36
H22 -1.928 -3.673 3.847  0.40
H23 -3.615 -4.826 2.417  0.46
H24 -4.341 -3.717 0.299  0.42
H25 -3.346 -1.511 -0.287  0.43

Atomic forces in eV per Å
Sn 0.10 0.06 -0.06
C -0.04 0.04 0.28
N -0.23 -0.03 0.03
C 0.09 -0.02 -0.05
C 0.06 -0.03 0.19
C -0.01 0.06 -0.04
C -0.02 -0.03 -0.03
C 0.00 0.01 0.01
C 0.01 -0.12 -0.01
N 0.01 -0.14 0.08
C 0.04 0.06 0.02
C 0.02 0.00 -0.01
C -0.01 0.00 -0.05
C -0.01 -0.01 -0.01
C -0.01 -0.02 0.06
C -0.11 0.03 0.05
N -0.06 0.04 0.04
C 0.06 0.04 -0.02
C -0.02 0.00 -0.02
C 0.01 -0.02 0.01
C 0.04 0.00 -0.01
C -0.08 -0.03 -0.04
N -0.01 0.07 -0.08
H 0.03 0.02 -0.03
H 0.04 -0.03 -0.01
H -0.03 -0.04 -0.07
H -0.01 0.03 0.00
H 0.00 0.00 0.00
H 0.01 0.01 0.00
H 0.02 0.00 0.01
H 0.00 0.02 0.03
H -0.01 -0.03 0.03
H 0.01 0.03 -0.07
H -0.01 0.01 0.01
H 0.00 0.00 0.00
H 0.01 0.01 0.01
H -0.03 -0.02 0.10
H -0.01 0.01 0.00
H 0.00 0.00 0.00
H -0.02 0.00 0.01
H -0.02 0.00 0.06
N 0.01 0.10 -0.02
C -0.01 -0.16 -0.08
S -0.09 0.07 -0.12
N 0.19 0.04 0.14
N -0.05 -0.06 -0.29
C -0.05 0.09 0.11
C 0.05 -0.14 -0.14
C 0.09 0.02 0.07
C -0.03 -0.01 -0.05
C 0.01 -0.03 0.04
C -0.01 0.04 -0.04
N 0.12 0.06 -0.05
H 0.02 -0.01 0.03
H -0.02 -0.01 0.00
H -0.01 0.02 0.00
H -0.02 0.00 0.00
H 0.00 0.00 0.00
H 0.01 0.01 -0.01
H -0.01 -0.01 0.00


# 3
Below is a structure of composition C25H25NO, with properties calculated with wB97M-V/def2-TZVPD.

Output
calculated total energy = -1097.59714 Ha
lowest unoccupied orbital energy = 0.258 eV
Kohn-Sham gap = 7.632 eV
max |F| = 2.8 eV Å⁻¹
highest occupied orbital energy = -7.374 eV

Each line ends with the Mulliken charge.
Atoms and positions in Å:
C1 0.400 -3.702 4.399  -1.48
C2 -0.405 -2.626 3.687  1.00
C3 -1.293 -1.856 4.444  -0.50
C4 -2.103 -0.903 3.807  -0.47
C5 -1.943 -0.658 2.456  -0.49
C6 -0.910 -1.288 1.694  -0.05
O1 -0.647 -0.821 0.503  -0.47
C7 -0.262 -2.407 2.320  -0.45
H1 1.033 -4.219 3.671  0.34
H2 1.040 -3.261 5.172  0.32
H3 -0.245 -4.441 4.892  0.34
H4 -1.380 -2.041 5.521  0.37
H5 -2.869 -0.355 4.377  0.34
H6 -2.520 0.069 1.892  0.45
H7 0.350 -3.090 1.708  0.28
C8 2.190 -2.359 -2.240  -1.78
C9 1.181 -1.318 -2.489  0.23
N1 0.527 -1.266 -3.692  0.22
C10 0.613 -2.278 -4.732  -0.92
C11 -0.354 -0.174 -3.717  -0.04
C12 -0.276 0.448 -2.433  0.90
C13 -1.148 1.494 -2.152  -0.19
C14 -2.046 1.924 -3.140  -0.98
C15 -2.137 1.264 -4.379  -0.64
C16 -1.292 0.178 -4.670  -1.10
C17 0.651 -0.331 -1.630  0.91
C18 0.893 -0.174 -0.203  -0.26
C19 1.047 1.165 0.445  0.34
C20 1.202 2.373 -0.275  -0.48
C21 0.983 3.594 0.367  -0.64
C22 0.628 3.623 1.718  1.11
C23 0.216 4.898 2.386  -1.45
C24 0.700 2.441 2.467  -0.82
C25 1.043 1.248 1.852  -0.65
H8 2.711 -2.135 -1.302  0.41
H9 1.723 -3.355 -2.165  0.34
H10 2.937 -2.393 -3.047  0.41
H11 -0.123 -2.009 -5.490  0.31
H12 1.603 -2.328 -5.202  0.29
H13 0.380 -3.281 -4.349  0.33
H14 -1.102 1.968 -1.175  0.51
H15 -2.680 2.783 -2.935  0.39
H16 -2.896 1.593 -5.092  0.37
H17 -1.386 -0.386 -5.594  0.23
H18 1.562 -0.955 0.205  0.42
H19 1.418 2.339 -1.341  0.53
H20 1.020 4.531 -0.194  0.40
H21 0.007 4.683 3.435  0.34
H22 0.987 5.674 2.323  0.33
H23 -0.695 5.289 1.920  0.31
H24 0.461 2.474 3.528  0.29
H25 1.210 0.354 2.452  0.48

Atomic forces in eV per Å
C -0.08 0.02 -0.34
C -0.10 -0.24 0.45
C -0.30 0.27 -0.13
C -0.09 -0.37 0.31
C 0.94 0.09 -0.80
C 0.00 -0.71 2.49
O 0.85 0.64 -2.57
C -0.02 0.80 -0.80
H -0.02 -0.03 0.23
H -0.07 -0.05 -0.16
H 0.09 0.16 -0.15
H 0.00 0.11 -0.42
H 0.42 -0.29 -0.29
H -0.04 0.12 0.33
H -0.04 0.55 0.35
C 0.44 -0.41 0.29
C -1.58 0.98 0.76
N 0.18 0.37 -0.16
C 0.08 0.07 -0.09
C 0.25 -0.49 1.23
C -0.23 -0.81 -0.55
C -0.36 0.43 -0.40
C 0.50 -0.28 0.30
C 0.38 -0.36 0.13
C -0.56 0.70 -0.06
C 0.53 0.03 -0.97
C -0.24 -1.36 1.26
C 0.61 0.41 0.07
C -0.62 -0.40 0.34
C 0.05 -0.29 -0.01
C 0.25 -0.28 -0.03
C -0.13 0.07 0.05
C 0.31 0.38 -0.37
C -0.67 -0.31 -0.33
H -0.09 -0.22 -0.24
H 0.19 0.25 0.01
H -0.21 0.00 0.24
H 0.19 -0.23 0.01
H -0.18 0.18 0.12
H -0.06 0.31 0.02
H -0.24 -0.03 -0.24
H 0.00 -0.23 -0.04
H 0.33 -0.18 0.12
H -0.05 0.24 0.05
H -0.31 0.53 -0.16
H -0.20 0.01 0.19
H 0.07 -0.32 0.11
H -0.02 0.27 -0.02
H -0.11 -0.14 0.02
H 0.09 0.04 0.11
H 0.27 -0.07 -0.11
H -0.42 0.06 -0.16


# 4
Below is the molecule C25H25NO6, with properties calculated with wB97M-V/def2-TZVPD.

Output
calculated total energy = -1473.83320 Ha
lowest unoccupied orbital energy = -0.131 eV
Kohn-Sham gap = 8.051 eV
max |F| = 1.5 eV Å⁻¹
SMILES = CCCCOc1ccc([C@H]2C(C(=O)c3ccc(C)o3)=C(O)C(=O)N2Cc2ccco2)cc1
highest occupied orbital energy = -8.182 eV

Each line ends with the Mulliken charge.
Atoms and positions in Å:
C1 -6.860 -1.313 -2.038  -1.23
C2 -5.688 -0.342 -1.962  -0.57
C3 -4.847 -0.514 -0.699  0.36
C4 -4.128 -1.864 -0.643  -0.85
O1 -3.225 -1.946 0.442  -0.48
C5 -2.037 -1.292 0.384  0.84
C6 -1.273 -1.333 1.553  -1.12
C7 -0.048 -0.709 1.613  0.07
C8 0.459 -0.036 0.508  0.57
C9 1.782 0.690 0.589  -0.74
C10 2.628 0.560 -0.657  -0.52
C11 3.087 -0.688 -1.273  0.19
O2 3.599 -0.702 -2.381  -0.68
C12 2.895 -1.942 -0.545  0.20
C13 3.094 -3.218 -1.022  -0.68
C14 2.771 -4.091 0.032  -0.81
C15 2.403 -3.300 1.088  0.73
C16 1.947 -3.648 2.458  -1.22
O3 2.479 -2.003 0.745  -0.12
C17 2.833 1.799 -1.167  0.27
O4 3.503 2.208 -2.233  -0.58
C18 2.153 2.808 -0.311  0.89
O5 2.151 4.008 -0.517  -0.73
N1 1.584 2.128 0.701  0.22
C19 0.725 2.736 1.690  -1.15
C20 -0.719 2.635 1.314  0.57
C21 -1.403 3.143 0.249  -0.55
C22 -2.737 2.688 0.386  -0.50
C23 -2.762 1.942 1.522  -0.56
O6 -1.546 1.903 2.090  -0.34
C24 -0.294 -0.003 -0.655  -0.56
C25 -1.530 -0.619 -0.724  -0.64
H1 -6.513 -2.339 -2.125  0.31
H2 -7.477 -1.090 -2.906  0.39
H3 -7.480 -1.232 -1.148  0.31
H4 -6.074 0.680 -1.980  0.37
H5 -5.053 -0.470 -2.841  0.30
H6 -4.099 0.281 -0.651  -0.26
H7 -5.482 -0.419 0.184  0.34
H8 -3.616 -2.070 -1.591  0.31
H9 -4.843 -2.670 -0.457  0.37
H10 -1.676 -1.856 2.407  0.54
H11 0.523 -0.739 2.530  0.53
H12 2.329 0.336 1.473  0.44
H13 3.425 -3.469 -2.008  0.58
H14 2.807 -5.161 0.019  0.50
H15 2.488 -3.062 3.198  0.29
H16 2.112 -4.705 2.644  0.38
H17 0.884 -3.431 2.565  0.20
H18 3.434 3.180 -2.266  0.32
H19 0.879 2.251 2.657  0.28
H20 1.023 3.788 1.749  0.56
H21 -1.003 3.763 -0.527  0.60
H22 -3.559 2.900 -0.268  0.55
H23 -3.550 1.408 2.015  0.55
H24 0.086 0.517 -1.522  0.54
H25 -2.084 -0.563 -1.647  0.42

Atomic forces in eV per Å
C 0.16 0.16 -0.10
C -0.05 -0.06 0.23
C 0.21 -0.15 -0.16
C -0.32 0.23 -0.16
O 0.12 -0.04 0.23
C 0.31 0.03 0.14
C -0.21 -0.09 -0.09
C -0.05 0.04 -0.28
C -0.08 -0.09 0.01
C -0.03 -0.15 0.07
C 0.21 0.82 -0.35
C 0.00 0.11 0.07
O -0.08 -0.04 0.16
C 0.42 -1.16 -0.91
C -0.11 0.91 0.15
C -0.16 0.31 0.51
C 0.11 -0.82 -0.16
C -0.02 0.32 -0.17
O 0.07 0.18 0.27
C -0.03 -0.60 0.21
O -0.03 0.05 -0.02
C 0.08 0.12 0.15
O -0.02 0.17 -0.16
N 0.19 -0.02 0.03
C -0.17 0.05 -0.01
C -0.01 0.62 -0.61
C 0.43 -0.09 0.53
C -0.15 -0.29 0.43
C -0.56 0.26 -0.59
O 0.28 -0.03 0.35
C 0.13 -0.07 0.27
C -0.31 -0.16 -0.08
H -0.04 -0.16 -0.01
H -0.11 -0.07 -0.06
H -0.11 -0.04 0.10
H 0.06 0.02 -0.08
H 0.03 0.09 -0.06
H 0.00 -0.01 0.06
H 0.00 0.02 0.08
H -0.02 -0.03 0.05
H 0.10 0.06 -0.12
H -0.06 -0.07 0.12
H 0.10 -0.02 0.12
H -0.08 0.05 -0.09
H 0.07 0.03 -0.23
H -0.02 -0.23 0.08
H 0.03 -0.01 0.11
H 0.01 -0.04 0.01
H -0.07 -0.02 0.07
H -0.07 -0.12 0.12
H 0.05 0.10 -0.03
H -0.04 -0.17 0.10
H 0.18 0.15 -0.16
H -0.23 -0.01 -0.09
H -0.05 -0.13 0.14
H 0.03 0.06 -0.12
H -0.12 -0.01 -0.08